The following is a DFT calculation (wB97M-V/def2-TZVPD) of 18 unconnected molecules or ions with the total composition C92H221N13O18.

Electronic energy = -155192.9484 eV
LUMO energy = 0.4 eV
Charge = 0
F_max = 5.48 eV/A
Highest occupied orbital energy = -7.57 eV

Last column: Löwdin charge in e.
Element x y z (Å)
1 C 8.81608 -3.36712 1.25037  -0.0510
2 C 8.12428 -3.32482 -0.17745  -0.3452
3 C 6.53271 -3.19098 -0.12749  -0.2098
4 O 6.17343 -2.54831 1.03224  -0.2147
5 C 4.75582 -2.22716 1.08788  -0.0384
6 N 8.73462 -2.15705 -0.82163  0.0235
7 H 8.62252 -4.28222 1.81003  0.0726
8 H 8.46444 -2.46404 1.74927  0.0540
9 H 9.88875 -3.21605 1.37137  0.0731
10 H 8.40968 -4.17747 -0.79360  0.1224
11 H 6.08282 -4.15747 -0.35463  0.1068
12 H 6.19462 -2.56108 -0.95031  0.1078
13 H 4.52326 -1.30125 0.56185  0.0784
14 H 4.50365 -1.98070 2.11927  0.0836
15 H 4.17160 -3.07076 0.72029  0.0772
16 H 9.00250 -1.51427 -0.09008  0.0555
17 H 9.58385 -2.50475 -1.24356  0.0695
18 C -6.13628 1.89695 -0.01950  -0.0698
19 C -5.84780 2.29763 1.40791  -0.4207
20 C -6.43874 3.67854 1.81859  -0.1613
21 O -5.50350 4.69198 1.42165  -0.1682
22 C -6.04315 5.92425 1.54328  -0.1870
23 N -6.61041 1.29129 2.16577  0.0478
24 H -5.81053 2.75151 -0.61257  0.0691
25 H -7.21190 1.79226 -0.16155  0.0886
26 H -5.52754 1.01903 -0.23586  0.0835
27 H -4.77526 2.34339 1.59677  0.1206
28 H -6.57136 3.67544 2.90049  0.1163
29 H -7.40817 3.77630 1.32997  0.1278
30 H -5.36435 6.74410 1.30840  0.0836
31 H -6.49205 6.26446 2.47647  0.0927
32 H -6.76162 6.15053 0.75543  0.0798
33 H -7.21132 0.93112 1.43825  0.0563
34 H -5.97764 0.57490 2.49209  0.0572
35 C -3.30262 -10.02441 0.18895  -0.0570
36 C -4.15135 -8.80133 0.15878  -0.4313
37 C -5.52941 -8.85353 -0.66678  -0.1525
38 O -5.39250 -9.19172 -2.02530  -0.1578
39 C -4.53980 -8.41752 -2.80095  -0.1194
40 N -4.50510 -8.46501 1.51721  0.0223
41 H -2.91520 -10.22641 -0.80965  0.0779
42 H -3.77910 -10.86980 0.68532  0.0920
43 H -2.39577 -9.75541 0.73057  0.0832
44 H -3.57516 -7.94622 -0.19462  0.1249
45 H -5.93998 -7.86807 -0.44679  0.0886
46 H -6.08670 -9.56132 -0.05313  0.1234
47 H -3.47054 -8.56622 -2.65040  0.0759
48 H -4.80968 -7.36146 -2.79989  0.0923
49 H -4.73874 -8.77190 -3.81236  0.0941
50 H -5.31192 -8.94257 1.89280  0.0948
51 H -3.82475 -8.86544 2.14719  0.0910
52 C -0.53263 1.29785 -6.68311  -0.0577
53 C 0.00709 2.67726 -7.07386  -0.4312
54 C -0.70006 3.91402 -6.44720  -0.2112
55 O -0.43420 5.02031 -7.20257  -0.1932
56 C -0.97935 5.20529 -8.50267  -0.0772
57 N 1.43056 2.61280 -6.86553  0.0632
58 H 0.03551 0.88240 -5.85082  0.0632
59 H -0.38334 0.52662 -7.43876  0.0692
60 H -1.59990 1.15473 -6.51412  0.0666
61 H -0.25674 2.87017 -8.11370  0.1075
62 H -0.24107 4.00346 -5.46261  0.1201
63 H -1.76333 3.67455 -6.43239  0.1249
64 H -2.05188 5.39966 -8.50280  0.0921
65 H -0.86970 4.34244 -9.15961  0.0709
66 H -0.38345 5.91237 -9.07976  0.0941
67 H 1.64786 3.59209 -6.98333  0.0552
68 H 1.90836 2.07110 -7.57148  0.0840
69 C 0.16142 -2.11100 6.14477  -0.0415
70 C 1.04381 -1.52456 7.23767  -0.4058
71 C 2.36908 -1.17277 6.53263  -0.2469
72 O 2.11732 -0.25476 5.51366  -0.2099
73 C 3.32291 -0.13806 4.73792  -0.0667
74 N 0.40222 -0.30602 7.71239  0.0536
75 H 0.67889 -2.84977 5.53276  0.0706
76 H -0.09561 -1.25118 5.52611  0.0507
77 H -0.67901 -2.52365 6.70289  0.0647
78 H 1.18859 -2.09071 8.15779  0.1404
79 H 2.84156 -2.12341 6.28533  0.1234
80 H 3.03338 -0.65908 7.22756  0.1183
81 H 4.07572 0.34970 5.35717  0.0870
82 H 3.03727 0.40267 3.83563  0.0747
83 H 3.68000 -1.13736 4.48895  0.0783
84 H 0.24336 0.28275 6.90727  0.0445
85 H 1.10464 0.14521 8.28080  0.0635
86 C -5.46291 -0.04987 -7.76782  -0.0760
87 C -6.59354 0.93899 -7.55639  -0.4174
88 C -6.41745 1.92446 -6.33531  -0.2137
89 O -5.81760 1.28734 -5.23992  -0.1984
90 C -5.47845 2.23150 -4.14500  -0.0561
91 N -6.88087 1.55096 -8.86701  0.0347
92 H -4.97331 -0.53425 -6.92297  0.0718
93 H -4.58362 0.42951 -8.19809  0.0808
94 H -5.80942 -0.89917 -8.35665  0.0760
95 H -7.47908 0.41758 -7.19299  0.1232
96 H -7.41014 2.22126 -5.99681  0.1146
97 H -5.83352 2.80609 -6.59962  0.1172
98 H -6.33194 2.81314 -3.79664  0.0750
99 H -4.60120 2.87324 -4.22687  0.0637
100 H -5.36632 1.54958 -3.30208  0.0777
101 H -6.71133 0.75073 -9.45946  0.0527
102 H -7.88128 1.67221 -8.93463  0.0654
103 C -2.85614 1.47629 5.96471  -0.0359
104 C -4.03905 0.99253 5.13425  -0.4639
105 C -4.59648 -0.37208 5.62060  -0.0997
106 O -5.69723 -0.89285 4.71328  -0.1962
107 C -6.09673 -2.10375 5.13651  -0.1848
108 N -5.08902 1.96169 4.95734  0.0630
109 H -2.11640 0.70103 5.76510  0.0586
110 H -3.06582 1.35278 7.02719  0.0918
111 H -2.42487 2.37673 5.52731  0.0719
112 H -3.64587 0.74904 4.14723  0.1058
113 H -4.83798 -0.44074 6.68129  0.1266
114 H -3.74073 -0.99342 5.35653  0.1047
115 H -6.30253 -2.16090 6.20538  0.0866
116 H -5.30967 -2.80676 4.86373  0.0750
117 H -7.03117 -2.31373 4.61609  0.0934
118 H -4.59937 2.84271 4.89306  0.0674
119 H -5.68854 1.70474 4.18620  0.0286
120 C 5.27978 5.22949 -2.56382  -0.0277
121 C 3.79067 5.01866 -2.26375  -0.4726
122 C 3.15983 6.00107 -1.26075  -0.1436
123 C 2.98341 7.43270 -1.75018  -0.1861
124 C 2.17519 7.36127 -2.99708  -0.1495
125 C 2.79626 6.50148 -4.11331  -0.4300
126 N 3.10158 5.09931 -3.60572  -0.1186
127 O 3.48885 4.16901 -4.55086  -0.0177
128 C 1.79360 6.35284 -5.32031  -0.0265
129 C 4.02738 7.24462 -4.69625  -0.0373
130 C 3.63073 3.61926 -1.67034  -0.0363
131 H 5.65194 6.20353 -2.24627  0.0750
132 H 5.49011 5.06759 -3.62101  0.0830
133 H 5.89672 4.58121 -1.94155  0.0745
134 H 2.22217 5.64256 -0.83607  0.1033
135 H 3.83529 5.97297 -0.40573  0.1217
136 H 3.90591 7.99714 -1.88619  0.1107
137 H 2.51174 7.76652 -0.82596  0.1145
138 H 2.06691 8.41702 -3.24560  0.1263
139 H 1.16807 6.98355 -2.82067  0.0930
140 H 2.13340 5.64914 -6.08020  0.0617
141 H 0.78834 5.99020 -5.10577  0.0575
142 H 1.67834 7.28812 -5.86811  0.0873
143 H 3.89808 8.19697 -5.21046  0.0825
144 H 4.66763 7.42937 -3.83366  0.0566
145 H 4.50323 6.60514 -5.43970  0.0832
146 H 2.59671 3.43049 -1.38178  0.0748
147 H 4.24956 3.53243 -0.77725  0.0746
148 H 3.97016 2.77400 -2.26902  0.0693
149 H 2.63233 3.93614 -4.91658  0.0661
150 C 0.66684 -0.24266 -1.15807  -0.0295
151 C -0.10725 -0.10304 0.15585  -0.4849
152 C -1.40167 0.67372 -0.19034  -0.1612
153 C -2.41918 0.82303 0.87787  -0.1852
154 C -2.69228 -0.60150 1.29826  -0.1266
155 C -1.54766 -1.58377 1.66531  -0.4507
156 N -0.43906 -1.38719 0.70893  -0.1203
157 O 0.59439 -2.30069 0.74093  -0.0033
158 C -1.10033 -1.19494 3.10605  -0.0201
159 C -2.06777 -3.00874 1.63417  -0.0200
160 C 0.73539 0.79793 1.09502  -0.0150
161 H 0.28138 -1.02602 -1.81065  0.0815
162 H 1.73435 -0.41944 -1.02665  0.0691
163 H 0.66278 0.73858 -1.63268  0.0875
164 H -1.17609 1.65027 -0.61879  0.1070
165 H -1.77292 0.08108 -1.02643  0.1258
166 H -3.29127 1.38740 0.54764  0.0899
167 H -1.89079 1.42495 1.61718  0.1099
168 H -3.37204 -1.06779 0.58509  0.1208
169 H -3.26188 -0.37958 2.20071  0.0954
170 H -0.03444 -1.39764 3.21035  0.0792
171 H -1.13528 -0.11594 3.25657  0.0628
172 H -1.78946 -1.63302 3.82805  0.0756
173 H -2.41405 -3.28967 0.63955  0.0804
174 H -1.19446 -3.61220 1.88172  0.0805
175 H -2.73218 -3.25877 2.46129  0.0791
176 H 1.77889 0.50399 1.20812  0.0768
177 H 0.28998 1.01224 2.06651  0.0471
178 H 0.68731 1.81454 0.70475  0.0759
179 H 0.48691 -2.75335 -0.09880  0.0523
180 C -0.79005 4.96761 -2.06181  -0.0185
181 C -1.86391 5.64481 -1.18785  -0.4364
182 C -1.62469 7.19872 -1.15848  -0.1164
183 C -2.10495 7.96185 -2.43447  -0.1446
184 C -3.61509 7.66017 -2.59099  -0.1533
185 C -3.94684 6.17239 -2.73046  -0.4620
186 N -3.21166 5.39910 -1.69105  -0.1685
187 O -3.51768 4.13235 -1.76843  -0.0120
188 C -5.44782 6.08456 -2.58662  -0.0324
189 C -3.52675 5.76370 -4.21691  -0.0110
190 C -1.81107 5.06713 0.32039  0.0135
191 H 0.26478 5.15055 -1.85694  0.0604
192 H -1.01833 5.22668 -3.09567  0.0627
193 H -1.00580 3.89983 -2.09924  0.0730
194 H -1.80351 7.71146 -0.21338  0.1092
195 H -0.53796 7.27921 -1.13332  0.0886
196 H -1.61757 7.55562 -3.32077  0.0888
197 H -1.85985 9.01460 -2.29393  0.1098
198 H -3.88398 8.17282 -3.51456  0.1141
199 H -4.20241 8.17260 -1.82904  0.1169
200 H -5.72886 6.37522 -1.57438  0.0770
201 H -5.97274 6.82154 -3.19442  0.0888
202 H -5.81483 5.11281 -2.91693  0.0709
203 H -4.28662 6.15984 -4.89055  0.0815
204 H -2.63979 6.28291 -4.57998  0.0617
205 H -3.36360 4.68677 -4.25818  0.0560
206 H -2.33851 5.77933 0.95496  0.0706
207 H -0.79563 5.00168 0.71115  0.0738
208 H -2.37877 4.13703 0.29335  0.0557
209 H -3.86830 4.02756 -0.88092  0.0824
210 C 4.27702 3.48144 7.56216  -0.0457
211 C 3.46599 4.31773 6.51537  -0.4237
212 C 4.39713 4.51918 5.23726  -0.1358
213 C 3.66663 4.75996 3.97917  -0.2012
214 C 2.44485 3.85436 3.74456  -0.1064
215 C 1.44862 3.78840 4.96247  -0.4447
216 N 2.23990 3.55368 6.18545  -0.1241
217 O 1.49211 3.32400 7.31390  0.0019
218 C 0.58184 5.16568 4.99436  -0.0122
219 C 0.46765 2.69216 4.63091  -0.0483
220 C 3.12938 5.66966 7.22629  -0.0257
221 H 5.29366 3.77850 7.81963  0.0831
222 H 4.36943 2.43683 7.26493  0.0705
223 H 3.80792 3.52905 8.54490  0.0676
224 H 5.03186 5.40212 5.31230  0.1170
225 H 4.99897 3.62146 5.09585  0.1093
226 H 4.36959 4.51510 3.18294  0.0984
227 H 3.52970 5.83676 3.87992  0.1135
228 H 2.73995 2.81473 3.60245  0.1001
229 H 1.85208 4.11349 2.86730  0.1089
230 H 1.11665 6.08936 5.21549  0.0554
231 H 0.14164 5.26640 4.00230  0.0613
232 H -0.27836 5.14294 5.66342  0.0729
233 H 0.02899 2.88671 3.65223  0.0833
234 H 0.98364 1.73618 4.54173  0.0648
235 H -0.27772 2.47492 5.39597  0.0612
236 H 3.87734 6.45978 7.16027  0.0775
237 H 3.05371 5.41446 8.28329  0.0652
238 H 2.18541 6.15400 6.97643  0.0609
239 H 1.59560 2.39003 7.51032  0.0877
240 C 1.37538 -6.32578 -0.09215  -0.0478
241 C 1.91445 -6.08609 -1.46872  -0.4816
242 C 1.77366 -7.33964 -2.37827  -0.1084
243 C 0.30687 -7.71093 -2.75890  -0.1715
244 C -0.37465 -6.47508 -3.35406  -0.1602
245 C -0.09097 -5.09974 -2.74711  -0.4168
246 N 1.28503 -4.90835 -2.17021  -0.0783
247 O 1.59586 -3.74214 -1.47688  -0.0275
248 C -0.16808 -4.08740 -3.96754  -0.0300
249 C -1.29464 -4.83210 -1.72878  -0.0122
250 C 3.44463 -5.90290 -1.27859  -0.0444
251 H 0.43659 -6.87902 -0.06554  0.0798
252 H 1.26123 -5.39430 0.46229  0.0672
253 H 2.07065 -6.78987 0.60737  0.0866
254 H 2.41497 -7.18725 -3.24637  0.1221
255 H 1.97002 -8.19709 -1.73458  0.1176
256 H -0.36814 -8.14260 -2.01991  0.0961
257 H 0.35745 -8.46839 -3.54107  0.1054
258 H -1.43978 -6.69704 -3.28833  0.1022
259 H -0.16321 -6.51808 -4.42249  0.1117
260 H -0.02484 -3.05214 -3.65799  0.0577
261 H 0.46989 -4.31683 -4.82104  0.0827
262 H -1.21706 -4.03885 -4.25977  0.0767
263 H -2.28850 -4.80342 -2.17546  0.0757
264 H -1.29024 -5.62354 -0.97932  0.0737
265 H -1.21314 -3.81332 -1.34990  0.0592
266 H 3.76254 -5.15607 -0.55107  0.0550
267 H 3.94249 -5.67835 -2.22189  0.0763
268 H 3.97883 -6.75104 -0.85034  0.0885
269 H 2.31275 -3.32161 -1.95731  0.0831
270 C 6.47794 -1.89085 -6.69462  -0.0389
271 C 6.20552 -2.20605 -5.27064  -0.5244
272 C 6.86524 -1.16291 -4.33752  -0.0907
273 C 6.06885 0.29862 -4.33010  -0.1607
274 C 4.64280 0.08075 -3.93638  -0.1210
275 C 3.97638 -1.12280 -4.81113  -0.4344
276 N 4.81754 -2.28149 -4.89096  -0.1268
277 O 4.18266 -3.47490 -5.31750  0.0034
278 C 2.71962 -1.47590 -3.91442  -0.0276
279 C 3.49934 -0.72202 -6.18941  -0.0388
280 C 7.10480 -3.47731 -4.90872  -0.0323
281 H 7.56395 -1.81780 -6.75235  0.0887
282 H 6.05526 -0.90743 -6.90035  0.0670
283 H 6.11799 -2.63255 -7.40766  0.0944
284 H 6.80384 -1.49201 -3.30020  0.0888
285 H 7.92482 -0.98637 -4.52256  0.1087
286 H 6.23780 0.89047 -5.22970  0.1002
287 H 6.46403 0.99086 -3.58664  0.0981
288 H 4.32431 1.07570 -4.24741  0.1102
289 H 4.54409 -0.12035 -2.86965  0.1058
290 H 2.91482 -1.46243 -2.84212  0.0534
291 H 1.94167 -0.74173 -4.12388  0.0789
292 H 2.23807 -2.42153 -4.16342  0.0575
293 H 2.58712 -0.12745 -6.23886  0.0591
294 H 4.15773 -0.12460 -6.82005  0.0691
295 H 3.32167 -1.55364 -6.87128  0.0893
296 H 7.02775 -3.75284 -3.85694  0.0729
297 H 8.16218 -3.25033 -5.04484  0.0749
298 H 7.01506 -4.28814 -5.63163  0.0776
299 H 4.55557 -4.05145 -4.64658  0.0890
300 C -5.98687 -5.25556 0.41575  -0.0817
301 C -5.06266 -4.87133 1.55556  -0.3126
302 O -3.99583 -5.76937 1.54952  -0.1185
303 H -5.37608 -5.44627 -0.46667  0.0739
304 H -6.76812 -4.54604 0.14308  0.0752
305 H -6.58086 -6.16021 0.54573  0.0591
306 H -5.53579 -5.02039 2.52614  0.1078
307 H -4.81128 -3.81704 1.43989  0.1024
308 H -4.37830 -6.64988 1.55474  0.0102
309 C -2.44284 -3.98801 9.05597  -0.0873
310 C -2.55550 -3.08084 10.27016  -0.3291
311 O -2.56928 -1.73177 9.81033  -0.0704
312 H -2.07028 -4.98917 9.27270  0.0755
313 H -1.83023 -3.62188 8.23210  0.0572
314 H -3.47131 -4.08857 8.70921  0.0643
315 H -1.75161 -3.18896 10.99829  0.1011
316 H -3.37834 -3.38642 10.91642  0.1080
317 H -3.31845 -1.43246 10.33067  0.0741
318 C -3.05355 -6.32443 6.37512  -0.0607
319 C -3.26142 -5.45972 5.12240  -0.2967
320 O -2.59347 -6.14640 4.09395  -0.1110
321 H -1.99630 -6.36759 6.63678  0.0822
322 H -3.69169 -7.20396 6.28967  0.0808
323 H -3.46639 -5.74368 7.19998  0.0400
324 H -2.74477 -4.50075 5.16199  0.1079
325 H -4.31842 -5.39989 4.86306  0.1076
326 H -3.09851 -6.08970 3.27951  0.0437
327 C 6.78997 2.15346 2.02305  -0.0861
328 C 6.37650 0.83537 1.47531  -0.3110
329 O 7.42718 -0.05175 1.89116  -0.0980
330 H 6.99484 2.16828 3.09352  0.0861
331 H 6.10149 2.89145 1.61141  0.0605
332 H 7.61562 2.62988 1.49444  0.0762
333 H 6.35338 0.64993 0.40145  0.1166
334 H 5.40496 0.49629 1.83481  0.0910
335 H 7.22773 -0.88121 1.45090  0.0184
336 C 1.64866 -4.53066 3.23613  -0.0631
337 C 0.89219 -5.89418 3.39325  -0.3469
338 O 0.13666 -5.91865 4.51422  -0.0657
339 H 2.20141 -4.42859 2.30224  0.0464
340 H 2.45137 -4.54195 3.97344  0.0648
341 H 1.07939 -3.62710 3.45433  0.0441
342 H 1.65398 -6.66345 3.26674  0.1065
343 H 0.15629 -6.09683 2.61512  0.0993
344 H -0.76830 -5.71829 4.26418  0.0382

Forces on the atoms, in the same order (eV/Å):
-1.1 -0.3 -0.1
0.5 0.6 1.1
2.1 0.0 -1.4
-1.6 0.4 1.4
0.9 0.0 0.4
-0.4 0.0 -0.7
-0.5 0.2 0.2
-0.5 -0.4 0.5
0.3 -0.3 -1.3
-0.3 -0.2 0.1
-0.3 -0.4 0.8
0.4 0.1 -0.6
0.1 -0.1 -0.7
0.1 -0.5 0.1
-0.2 0.1 0.0
0.1 0.4 -0.1
0.2 0.4 -0.1
1.3 1.9 -0.3
-1.6 0.5 0.5
1.3 -1.0 -0.6
0.1 -1.7 0.4
-0.8 3.3 -1.0
0.7 0.3 0.6
0.0 -0.2 -0.8
0.1 -0.3 -0.2
-0.4 -0.1 -0.4
0.0 -0.3 0.3
0.0 0.2 0.1
-0.2 0.4 -0.1
1.0 -0.4 0.2
-0.1 -0.8 0.5
-0.8 -0.5 -0.1
-0.2 -0.8 0.8
-0.3 -0.5 0.1
1.0 0.1 -0.9
-1.4 0.2 -0.8
2.7 0.3 1.6
-0.8 -0.8 1.4
-0.2 0.1 -1.2
-0.5 0.3 1.6
-0.3 -0.6 -0.1
0.0 -0.1 -0.3
0.1 -0.2 0.4
0.2 0.0 -0.3
-0.4 0.2 -0.7
-0.5 -0.5 -0.9
0.1 0.1 0.5
0.2 0.2 0.3
0.1 0.1 -0.1
-0.8 -0.1 -0.6
0.7 0.4 0.1
-0.3 -0.8 0.0
-1.9 -1.4 -0.6
0.6 -2.8 -0.1
0.8 2.4 -0.9
0.1 -1.1 -0.3
0.0 1.6 0.7
-0.2 0.4 0.4
0.5 0.3 -0.6
-0.2 0.7 0.4
0.2 -0.5 -0.5
-0.5 0.6 0.3
-0.2 0.1 0.4
0.0 0.5 0.3
0.0 -0.6 0.3
-0.2 0.7 0.7
1.2 0.2 -0.2
0.0 0.0 -0.1
0.0 -0.1 1.2
0.6 1.1 -1.1
-0.4 -0.1 2.2
0.7 -0.7 -1.1
-1.1 0.0 0.3
-0.2 0.0 0.2
-0.2 -0.1 0.1
-0.4 -0.4 -0.1
-0.4 -0.1 -0.8
0.3 -0.7 -0.4
0.2 0.0 -0.9
0.4 -0.1 0.5
0.2 0.3 -0.3
0.4 0.2 0.1
0.1 -0.1 -0.2
-0.1 0.3 -0.1
-0.1 0.5 0.3
0.9 -0.3 0.5
-0.2 0.0 2.0
0.3 0.1 -1.0
1.1 1.1 1.2
-1.1 -2.0 0.2
0.1 -0.2 0.7
-0.8 0.3 0.7
-0.2 0.2 -0.7
0.1 0.2 -0.5
-0.1 -0.7 -0.3
-0.3 0.4 -0.3
0.0 0.2 -0.3
-0.3 0.4 -0.7
0.0 -0.3 -0.7
0.6 0.0 0.0
0.1 0.2 -0.8
-0.2 0.4 0.0
-0.3 -1.8 -0.6
-1.2 -1.0 -0.5
0.3 -0.1 -2.3
2.1 4.2 1.3
-0.6 -1.7 0.0
0.3 0.3 1.2
0.4 0.0 0.1
0.1 1.0 0.1
-0.3 0.3 0.7
0.4 -0.2 -0.4
-0.4 0.1 -0.1
0.1 -0.8 0.7
0.1 0.0 0.3
-0.1 -0.8 0.2
0.0 -0.4 -0.1
-0.7 0.4 -0.6
-0.1 0.5 -0.1
0.7 0.4 1.1
0.1 -1.1 -1.8
1.7 -0.4 -0.3
0.3 -1.8 1.5
-0.8 0.5 -0.2
-0.2 -0.2 -2.0
-2.5 2.6 2.6
0.8 0.2 -0.4
0.1 -0.1 0.3
0.4 -0.7 0.6
-0.2 -0.5 0.2
-0.2 0.4 -0.4
0.1 0.0 0.2
0.0 -0.4 -0.2
-0.2 -0.2 -0.5
0.2 0.1 0.2
0.1 -0.2 0.0
-0.6 1.3 -0.6
-0.2 -0.1 -1.1
-0.1 -0.1 0.3
0.5 0.0 0.1
0.0 0.1 0.6
0.0 0.2 0.2
-0.8 0.1 0.2
0.5 0.0 -0.4
0.3 -0.2 0.2
-0.1 0.0 0.0
-0.1 0.3 0.3
-0.1 0.3 -0.6
0.0 -0.7 -0.2
0.5 0.3 0.1
0.5 1.2 0.9
0.5 -0.1 -2.0
1.9 -0.6 -0.4
-1.4 0.2 1.2
0.3 2.0 0.5
-2.4 0.0 -0.9
0.5 -0.1 0.6
0.1 0.2 -0.8
1.4 -0.2 0.3
-0.3 0.8 0.1
-0.2 0.1 -0.1
0.0 -0.4 0.4
-0.3 -0.1 -0.4
0.5 0.1 -0.1
-0.6 0.0 -0.2
-0.1 -0.3 0.0
-0.5 0.0 0.7
0.0 0.0 -0.2
-0.4 -1.1 0.5
-0.1 -0.7 0.5
-0.3 0.2 -0.1
0.5 -0.3 0.3
-0.3 -0.1 0.2
0.1 -0.4 -0.3
-0.5 0.4 -0.3
-0.1 -0.2 0.0
0.0 -0.8 0.3
0.5 0.1 -0.6
0.5 -0.5 -0.2
-1.1 -0.5 -0.7
0.5 1.0 1.2
1.6 -0.4 -0.9
-0.8 -1.5 1.7
1.1 1.2 -0.5
2.0 1.0 -1.1
-0.1 5.5 -0.2
-1.0 -4.3 0.3
-0.3 -0.3 0.1
-0.3 0.5 1.1
-0.6 1.3 -1.7
-0.2 0.1 0.3
0.4 0.5 -0.2
0.3 -0.3 0.4
-1.2 -0.2 0.0
0.4 0.0 -0.3
0.4 0.2 0.1
-0.2 0.0 -0.3
-0.5 -0.2 -0.2
0.0 -0.3 0.4
-0.1 -0.6 0.2
0.4 0.1 -0.4
-0.2 -0.1 0.5
-0.4 -0.6 -0.1
0.4 -0.2 0.4
-0.2 0.1 -0.4
-0.2 -0.1 0.0
0.0 -0.4 -0.2
0.6 -0.2 0.5
-0.6 -1.2 0.0
-0.3 -0.2 0.2
1.0 0.8 0.0
-0.8 -0.7 1.4
-0.7 -0.3 -1.8
-0.5 0.3 1.5
-0.1 2.8 0.0
1.6 -0.9 -2.0
-1.1 0.4 0.9
0.3 -0.9 -0.3
0.3 -1.1 0.5
-0.1 -0.1 0.5
0.1 0.7 -0.7
-0.2 -0.1 -0.2
-0.4 -0.3 -0.1
0.3 -0.3 0.8
0.2 -0.1 0.3
0.1 0.1 -0.3
-0.9 0.0 -0.1
0.5 0.0 -0.1
0.1 0.3 -0.1
0.3 -0.3 -0.1
0.1 0.1 -0.2
0.2 -0.4 0.3
-0.3 0.1 0.1
0.3 -0.1 -0.1
-0.2 0.6 -0.1
0.4 -0.3 -0.2
-0.2 0.3 0.1
0.0 -0.4 -0.3
0.0 -0.2 -0.1
-0.6 0.3 1.4
0.7 -0.2 -0.4
-1.9 -0.2 1.5
0.5 1.4 -0.9
0.2 -1.3 -0.4
-0.8 2.1 -0.4
1.1 -3.1 -0.8
-1.3 0.4 0.6
-1.1 0.1 1.4
1.2 0.5 -0.7
0.4 0.6 -0.3
-0.1 0.1 0.0
-0.5 0.4 -0.4
0.2 -0.7 -0.4
-0.1 -0.5 0.0
1.4 0.0 -0.2
0.7 0.1 0.8
0.0 -0.1 0.0
-0.2 0.5 -0.1
0.2 0.5 -0.1
0.6 0.0 0.3
0.1 -0.2 0.3
-0.1 -0.4 -0.5
0.1 -0.4 -0.6
0.0 0.4 0.3
0.3 -0.1 0.7
-0.6 0.6 -0.1
0.0 0.1 -0.2
-0.6 -0.7 -0.3
0.0 0.0 -0.4
0.4 0.8 -0.7
2.0 -0.6 1.5
-1.4 3.2 0.3
2.4 -2.2 0.5
0.3 -0.8 -2.6
-1.7 0.9 1.9
1.4 -0.4 1.9
0.2 0.4 -0.3
-0.2 0.0 -1.0
-0.6 0.9 -1.6
-0.6 0.4 -0.5
0.0 0.1 -0.5
0.1 -0.1 -0.4
-0.1 0.0 0.1
-0.1 -0.3 0.0
-0.1 -0.2 -0.4
-0.4 -0.5 -0.5
0.6 -0.3 0.4
-1.7 -0.2 0.4
-0.1 0.1 -0.2
0.3 0.0 -0.1
0.1 0.3 0.2
0.3 -0.2 -0.2
-0.2 0.0 0.6
0.7 0.2 0.5
-0.1 -0.6 0.5
-0.4 -0.4 -0.1
0.0 0.7 0.1
-0.7 -0.4 0.3
-0.4 -0.6 0.0
-0.8 -0.1 -0.7
-1.6 -0.5 0.0
1.8 1.1 0.0
0.1 0.2 -0.1
0.3 0.5 0.1
0.3 -0.3 0.6
-0.6 0.6 0.1
0.7 -0.2 0.1
-0.2 -1.1 0.1
-0.6 -0.5 0.2
1.8 -0.7 -0.1
-1.2 -0.4 0.9
-0.1 0.0 0.3
0.0 0.4 0.3
0.1 -0.1 -0.5
0.7 -0.1 -0.3
-0.8 0.3 -0.5
0.0 1.1 -0.3
-1.0 2.1 0.3
0.7 -1.0 0.3
0.5 -0.8 -0.9
0.0 -0.9 -0.4
0.8 -0.4 0.0
-0.2 0.0 0.2
-0.6 0.5 0.6
-0.1 0.5 0.2
-0.1 0.3 -0.6
-0.3 1.7 -1.7
1.4 -1.5 0.2
-0.2 -0.3 0.3
-0.5 0.0 -0.2
-1.0 0.3 1.1
1.0 -0.9 0.1
-0.3 1.2 -0.4
-0.2 0.1 0.5
0.0 -0.6 0.2
0.4 -0.8 0.4
0.5 1.6 -2.5
0.0 -0.3 2.8
-0.4 0.0 -0.3
0.0 0.0 0.4
-0.4 -0.2 -0.4
0.0 -0.4 0.7
0.4 0.3 -1.0
-0.5 -0.3 0.1